Density functional theory data (ωB97M-V/def2-TZVPD) for a molecular structure, C39H53N4RhSb in a non-equilibrium geometry.

Cartesian coordinates (Å):
Sb  0.68  1.39  -1.87
Rh  -0.20  -0.04  0.25
N  1.46  -1.17  0.31
N  -1.91  1.02  0.28
N  -0.96  -1.21  -1.22
N  0.43  0.94  1.92
C  2.59  1.34  4.94
C  -3.55  -1.31  -4.88
C  -0.33  -2.25  -1.83
C  -4.02  3.94  1.29
C  -3.08  -0.05  -1.56
C  5.85  -0.80  1.01
C  -3.56  -2.26  -3.68
C  -2.18  -1.07  -1.82
C  1.55  1.45  3.87
C  2.37  0.09  5.81
C  -2.93  0.96  -0.63
C  2.60  2.22  -2.29
C  0.42  0.28  -3.66
C  0.43  2.20  3.85
C  4.41  -2.75  -2.54
C  1.82  -2.11  -0.62
C  -1.19  -2.83  -2.83
C  0.03  -3.55  -4.90
C  -2.19  2.09  1.08
C  -5.13  2.26  -1.17
C  -1.21  2.42  5.73
C  2.52  -1.04  1.14
C  -3.41  2.73  0.66
C  -0.53  3.07  -2.36
C  -1.45  2.46  2.19
C  3.60  -1.89  0.73
C  -0.83  -3.99  -3.71
C  -6.32  1.48  -0.58
C  0.98  -2.64  -1.58
C  4.94  -1.98  1.39
C  -0.27  1.88  2.61
C  1.56  0.66  2.65
C  3.17  -2.55  -0.38
C  -3.87  2.02  -0.41
C  2.54  -0.22  2.27
C  3.95  -3.47  -1.27
C  -3.30  5.23  0.89
C  -2.34  -2.10  -2.82
C  -0.11  3.11  4.91
H  -0.58  -0.15  -3.68
H  -0.03  3.61  -3.17
H  -4.46  -1.41  -5.47
H  -3.47  -0.27  -4.56
H  1.38  -3.45  -2.18
H  -3.60  -3.29  -4.05
H  -0.29  -4.73  -3.12
H  4.82  -3.84  -0.73
H  5.06  -1.91  -2.29
H  -3.32  5.36  -0.20
H  3.35  -4.34  -1.54
H  6.82  -0.89  1.49
H  2.49  2.86  -3.16
H  5.43  -2.91  1.11
H  -4.00  3.84  2.38
H  -6.11  0.41  -0.58
H  0.95  -3.07  -4.57
H  -1.85  3.27  2.80
H  3.58  1.31  4.50
H  -5.07  4.01  1.00
H  -6.49  1.79  0.45
H  -0.52  -2.84  -5.52
H  -0.65  3.72  -1.50
H  2.41  -0.82  5.21
H  -2.70  -1.52  -5.54
H  3.41  -0.32  2.91
H  -5.36  3.33  -1.17
H  0.29  -4.41  -5.52
H  -1.60  3.09  6.49
H  -3.77  6.10  1.35
H  -0.82  1.53  6.22
H  -2.25  5.21  1.20
H  3.32  1.43  -2.48
H  2.55  2.23  5.58
H  -4.00  -0.04  -2.13
H  -1.74  -4.46  -4.07
H  -2.04  2.11  5.08
H  -0.51  4.02  4.45
H  -7.23  1.66  -1.15
H  0.55  0.96  -4.50
H  3.55  -2.36  -3.10
H  4.96  -3.43  -3.20
H  -5.00  1.97  -2.22
H  5.99  -0.76  -0.07
H  5.40  0.15  1.33
H  1.16  -0.51  -3.71
H  3.14  0.02  6.59
H  -1.51  2.72  -2.69
H  -4.46  -2.09  -3.09
H  4.81  -2.00  2.48
H  2.95  2.82  -1.44
H  1.40  0.13  6.30
H  0.70  3.41  5.57

For the relative energy (zero: lowest compared OMol25 entry of this formula, charge and spin), the calculation gives 69.0 kJ/mol. The HOMO energy (alpha / beta) is -9.41 / -9.41 eV. Its total charge is +1. The calculation puts the orbital gap (alpha / beta) at 5.30 / 5.30 eV.